Entry 1:
Formula: CH3NO4S
Source: the Open Molecules 2025 dataset
Level of theory: the ωB97M-V functional and the def2-TZVPD basis

```
10
Properties=species:S:1:pos:R:3:forces:R:3
C -1.325 -1.105 0.302 4.190 -2.544 0.305
N 0.401 0.100 -0.528 0.999 -1.289 -2.501
O -2.395 -1.466 0.662 -1.003 -0.393 0.199
O -3.448 0.971 1.057 -0.259 0.805 1.640
O -3.324 0.431 -1.231 -0.705 -0.372 -1.117
O -1.015 -0.008 -0.306 0.456 2.902 -1.683
S -3.949 0.145 0.022 -0.194 0.370 -0.730
H -0.311 -1.650 0.374 -1.547 -0.247 0.538
H 0.665 0.993 -0.218 -0.105 1.540 1.187
H 0.687 0.208 -1.586 -1.832 -0.773 2.162
```
Positions in Å, forces in eV/Å.

Total energy in eV: -21598.057
HOMO-LUMO gap in hartree: 0.39491
Relative energy (zero: lowest compared OMol25 entry of this formula, charge and spin) in kcal/mol: 13.0
HOMO in eV: -10.516


Entry 2:
Formula: CH3NOP2
Source: the Open Molecules 2025 dataset
Level of theory: the ωB97M-V functional and the def2-TZVPD basis

```
8
Properties=species:S:1:pos:R:3:forces:R:3
C -1.224 0.505 -0.057 1.920 6.383 3.340
N 2.374 -1.203 0.586 0.299 -0.273 -0.594
O -0.072 1.244 -0.183 -0.127 0.314 -0.039
P -1.467 -0.952 -0.802 -0.066 -5.369 -3.234
P 1.612 -0.434 1.574 -0.173 0.120 1.042
H -1.814 1.183 0.555 -1.044 -0.897 -0.362
H 0.706 0.690 -0.241 0.410 -0.425 -0.813
H -0.115 -1.032 -1.433 -1.218 0.147 0.661
```
Positions in Å, forces in eV/Å.

Expectation value of S²: 2.006
Total energy in eV: -23194.749
2S+1: 3
HOMO-LUMO gap (spin up / spin down) in hartree: 0.21927 / 0.28664
Relative energy (zero: lowest compared OMol25 entry of this formula, charge and spin) in kcal/mol: 47.8
HOMO (spin up / spin down) in eV: -6.385 / -10.295


Entry 3:
Formula: CH3NOS
Source: the Open Molecules 2025 dataset
Level of theory: the ωB97M-V functional and the def2-TZVPD basis

```
7
Properties=species:S:1:pos:R:3:forces:R:3
C 0.898 0.108 0.081 -6.301 -5.415 1.707
S -1.036 0.145 -0.106 0.808 -0.876 0.474
N -1.708 1.365 -0.253 -0.838 3.687 -0.695
O -1.724 -1.101 0.186 1.932 -0.760 -0.127
H 0.712 -1.129 -0.223 1.176 2.089 3.166
H 1.561 -0.003 -0.606 3.540 1.658 -5.932
H 1.297 0.614 0.921 -0.317 -0.383 1.407
```
Positions in Å, forces in eV/Å.

Total energy in eV: -15452.532
SMILES: CS(#N)=O
HOMO-LUMO gap in hartree: 0.34690
Relative energy (zero: lowest compared OMol25 entry of this formula, charge and spin) in kcal/mol: 144.7
HOMO in eV: -10.017


Entry 4:
Formula: CH3NOS
Source: the Open Molecules 2025 dataset
Level of theory: the ωB97M-V functional and the def2-TZVPD basis

```
7
Properties=species:S:1:pos:R:3:forces:R:3
O -0.258 1.062 -1.058 -0.165 -1.008 3.295
N 0.610 0.207 -0.291 0.927 2.771 -2.544
C 0.087 -0.653 0.502 -2.626 -1.295 0.122
S -1.583 -0.656 0.662 0.354 -0.267 0.502
H -1.084 0.964 -0.357 1.146 0.230 -1.932
H 1.564 0.568 -0.292 -0.405 -0.550 -0.126
H 0.664 -1.492 0.833 0.769 0.120 0.683
```
Positions in Å, forces in eV/Å.

Total energy in eV: -15456.090
SMILES: ONC=S
HOMO-LUMO gap in hartree: 0.35394
Relative energy (zero: lowest compared OMol25 entry of this formula, charge and spin) in kcal/mol: 62.7
HOMO in eV: -9.049


Entry 5:
Formula: CH3NOS
Source: the Open Molecules 2025 dataset
Level of theory: the ωB97M-V functional and the def2-TZVPD basis

```
7
Properties=species:S:1:pos:R:3:forces:R:3
C 1.548 1.351 0.463 0.664 0.712 -0.113
N -0.302 -0.383 0.619 -2.179 -0.270 0.758
O 2.173 1.334 -0.475 -0.125 -0.159 0.150
S -0.361 -0.903 -0.979 0.165 -0.341 -1.900
H -1.624 -0.843 -1.618 0.668 0.187 1.398
H -0.714 0.567 0.769 0.472 -1.404 0.073
H -0.721 -1.124 1.222 0.335 1.275 -0.366
```
Positions in Å, forces in eV/Å.

Total energy in eV: -15457.126
HOMO-LUMO gap in hartree: 0.36776
Relative energy (zero: lowest compared OMol25 entry of this formula, charge and spin) in kcal/mol: 38.8
HOMO in eV: -9.274


Entry 6:
Formula: CH3NOS
Source: the Open Molecules 2025 dataset
Level of theory: the ωB97M-V functional and the def2-TZVPD basis

```
7
Properties=species:S:1:pos:R:3:forces:R:3
N -0.394 -0.272 0.113 -0.676 -3.519 -2.597
S 1.126 -1.146 0.255 -1.004 1.521 0.408
C 2.098 0.272 -0.231 0.526 0.005 0.065
O 3.262 0.398 0.026 -0.316 -0.091 -0.248
H -1.117 -1.024 -0.192 1.493 2.204 0.833
H -0.723 0.297 0.847 -0.062 0.149 1.357
H 1.486 1.034 -0.765 0.038 -0.270 0.182
```
Positions in Å, forces in eV/Å.

Total energy in eV: -15457.500
SMILES: NSC=O
HOMO-LUMO gap in hartree: 0.35850
Relative energy (zero: lowest compared OMol25 entry of this formula, charge and spin) in kcal/mol: 30.2
HOMO in eV: -9.396